Here is a cluster of 8 separate species, C39H99FN4O29P7 in total from the OMol25 dataset. Energies are from ωB97M-V/def2-TZVPD.

E_tot: -6435.42897 Ha
Maximum force: 8.02 eV Å⁻¹

ORCA input file:
```
! RIJCOSX wB97M-V def2-TZVPD def2/J DEFGRID3
* xyz 1 1
C -0.50743 -8.26418 3.77754
C 0.64448 -8.02381 2.77974
C 0.61982 -6.57568 2.21332
C 0.57935 -6.58781 0.66694
N -0.02820 -5.36924 0.12230
C -1.31192 -4.94125 -0.06256
N -2.42627 -5.60935 0.20037
C -2.50376 -6.97745 0.70215
C -3.69402 -4.88388 -0.04410
C -4.02451 -4.00971 1.16885
C -5.20555 -3.05995 0.93142
C -4.82472 -1.56478 0.96723
C -4.01080 -1.15710 2.18587
C -3.72246 0.36140 2.16952
C -2.79023 0.73185 0.99665
O -1.55222 1.26595 1.46432
C -0.60293 0.29058 1.82864
N -1.30362 -3.69395 -0.55762
C -0.04458 -3.31749 -0.68077
N 0.74302 -4.31797 -0.28237
C 2.19851 -4.24365 -0.26016
F 2.60673 -4.42519 1.03976
C 2.90924 -5.19232 -1.24115
C 3.98492 -6.11058 -0.62433
H -0.72666 -7.34144 4.31372
H -1.39604 -8.63048 3.26608
H -0.22145 -9.00996 4.51786
H 0.52324 -8.73724 1.96035
H 1.61100 -8.21644 3.23804
H 1.57697 -6.13725 2.48987
H -0.20048 -5.99281 2.62747
H 1.60127 -6.70573 0.32041
H 0.01386 -7.44427 0.31440
H -1.94777 -7.06238 1.63531
H -2.14248 -7.69270 -0.03508
H -3.53587 -7.19531 0.95536
H -3.63759 -4.31241 -0.96691
H -4.47086 -5.63828 -0.15736
H -4.25445 -4.69393 1.99059
H -3.11182 -3.49053 1.45584
H -5.91083 -3.21200 1.75309
H -5.76208 -3.29536 0.02247
H -4.33661 -1.31834 0.02300
H -5.76992 -1.01814 1.02262
H -4.50226 -1.45698 3.11518
H -3.02225 -1.62757 2.20549
H -3.23137 0.65410 3.09477
H -4.68014 0.86240 2.02358
H -2.57453 -0.11013 0.33014
H -3.24363 1.51976 0.39569
H -0.93467 -0.72972 1.61088
H 0.31578 0.46922 1.25738
H -0.33653 0.36457 2.88595
H 0.26929 -2.34894 -1.02853
H 2.43873 -3.21441 -0.52570
H 3.33338 -4.60304 -2.05191
H 2.14955 -5.81817 -1.71349
H 4.99007 -5.84175 -0.93752
H 3.83015 -7.11866 -1.01296
H 3.94192 -6.19174 0.45832
C 8.33535 -7.53551 4.53751
O 8.31977 -6.13899 4.16593
P 7.17679 -5.62807 3.14634
O 7.45235 -6.28982 1.84968
O 7.60636 -4.08854 3.25793
C 8.80788 -3.61314 2.65243
O 5.58166 -5.33798 3.14564
C 5.14250 -4.16275 2.44985
H 8.95221 -7.62817 5.42668
H 7.33524 -7.90192 4.76290
H 8.76877 -8.12228 3.72926
H 9.13836 -4.23420 1.81977
H 9.61856 -3.54078 3.37673
H 8.59872 -2.61314 2.27388
H 5.65118 -4.08220 1.48806
H 5.32292 -3.26949 3.04294
H 4.07387 -4.27603 2.28669
C 0.68521 -3.65481 -3.58497
O 0.21949 -3.38569 -4.91104
P 1.33682 -3.37826 -6.10217
O 2.21763 -2.23109 -5.79602
O 0.24558 -3.14157 -7.25409
C -0.41079 -1.87403 -7.34463
O 2.20960 -4.46277 -6.87761
C 2.39824 -4.32426 -8.29701
H -0.18030 -3.92409 -2.98763
H 1.39253 -4.48324 -3.57330
H 1.16075 -2.75948 -3.17620
H 0.18965 -1.08516 -6.89244
H -1.38321 -1.92490 -6.85558
H -0.55398 -1.65376 -8.40016
H 2.66233 -3.29802 -8.54445
H 1.50954 -4.63240 -8.83994
H 3.22008 -4.98796 -8.55242
C -1.52205 2.66814 -3.46358
O -2.47863 3.68271 -3.80219
P -3.50555 4.22009 -2.61672
O -4.31036 2.96115 -2.45854
O -4.09750 5.34219 -3.60595
C -4.72711 4.94341 -4.82606
O -3.99218 4.97604 -1.25547
C -5.22607 5.69734 -1.27225
H -0.76294 2.65896 -4.24270
H -1.03985 2.86883 -2.50782
H -2.01855 1.69796 -3.42566
H -5.10248 3.92180 -4.76735
H -4.01966 5.03015 -5.64969
H -5.56327 5.61693 -5.00515
H -6.01337 5.11021 -1.74414
H -5.11142 6.65396 -1.77577
H -5.49325 5.89552 -0.23563
C -8.81850 3.48830 1.82252
O -8.90932 4.29456 3.00945
P -9.49555 5.85026 2.81252
O -8.34021 6.42464 2.04823
O -9.41142 6.05270 4.42227
C -8.15130 5.92725 5.07670
O -10.60245 7.04830 2.69447
C -10.48353 8.20213 3.52786
H -8.67779 2.45399 2.12969
H -9.72601 3.55537 1.22467
H -7.96491 3.80764 1.22447
H -7.32826 6.11755 4.38711
H -8.04725 4.93109 5.50585
H -8.12644 6.66465 5.87817
H -9.45560 8.56373 3.52459
H -10.81288 7.99785 4.54270
H -11.13954 8.95060 3.08723
C 8.04615 3.66709 2.80389
O 7.87557 3.28115 1.42259
P 7.31063 1.77242 1.08915
O 8.48717 0.93446 1.47741
O 7.26138 2.18384 -0.47798
C 8.47664 2.53088 -1.14237
O 6.19521 0.59080 0.90899
C 6.11484 -0.11689 -0.32066
H 8.12766 4.74942 2.84200
H 7.19621 3.35661 3.40893
H 8.95987 3.22335 3.19773
H 9.33855 2.08781 -0.64330
H 8.58769 3.61378 -1.17504
H 8.41361 2.14762 -2.15967
H 7.10422 -0.37567 -0.69675
H 5.56814 0.45940 -1.06438
H 5.57128 -1.04028 -0.11713
C 10.31424 1.74720 6.44407
O 9.80616 2.40007 7.62247
P 8.78862 3.68135 7.42417
O 9.78423 4.64909 6.85531
O 8.50407 3.82683 8.99927
C 9.60059 4.10297 9.87443
O 7.43952 4.47510 6.94135
C 6.96407 5.55872 7.74086
H 10.70347 0.77912 6.74898
H 9.53534 1.59260 5.69908
H 11.11688 2.34580 6.01556
H 10.41756 4.58648 9.33922
H 9.95456 3.17989 10.33127
H 9.23450 4.76999 10.65278
H 7.79087 6.21463 8.01200
H 6.45135 5.20356 8.63172
H 6.25441 6.09892 7.11722
C -7.79883 4.45452 -10.39124
O -8.11037 5.84719 -10.24088
P -7.42270 6.68498 -8.96761
O -8.25404 6.00591 -7.89781
O -8.03346 8.07077 -9.52830
C -9.44265 8.17814 -9.73410
O -6.43740 7.44387 -7.86222
C -6.90296 8.64484 -7.25547
H -8.07563 4.16360 -11.40201
H -6.73692 4.26024 -10.24993
H -8.37550 3.87297 -9.67247
H -9.98547 7.46932 -9.10825
H -9.68329 8.00334 -10.78149
H -9.73160 9.19307 -9.46527
H -7.93604 8.52190 -6.92833
H -6.81518 9.49659 -7.92629
H -6.25757 8.81064 -6.39396
*
```